{"formula": "C9H10ErO5", "method": "the ωB97M-V functional and the def2-TZVPD basis", "species": ["Er", "O", "C", "C", "O", "C", "O", "C", "O", "C", "H", "H", "C", "H", "H", "C", "C", "C", "O", "H", "H", "H", "H", "H", "H"], "coordinates": [[-0.751, 1.304, 0.027], [-2.387, -0.851, -2.525], [-1.784, -0.326, -1.690], [1.161, 1.323, 1.643], [2.031, 1.374, 2.414], [-1.755, -0.285, 1.674], [-2.203, -0.959, 2.491], [1.090, 1.376, -1.643], [1.951, 1.448, -2.408], [-2.233, 3.181, -0.363], [-2.144, 3.562, -1.413], [-3.279, 2.894, -0.082], [-1.351, 3.673, 0.627], [-1.707, 3.789, 1.674], [-0.598, 4.441, 0.351], [0.365, -3.209, -0.330], [1.066, -1.935, -0.030], [2.517, -2.163, 0.163], [0.508, -0.824, 0.019], [1.213, -3.913, -0.373], [-0.107, -3.274, -1.330], [-0.262, -3.605, 0.512], [3.173, -1.794, -0.663], [2.914, -1.967, 1.187], [2.572, -3.259, 0.067]], "nbo_charge": [1.737, -0.253, 0.467, 0.456, -0.247, 0.453, -0.237, 0.452, -0.237, -0.576, 0.322, 0.321, -0.461, 0.311, 0.311, -0.771, 0.740, -0.773, -0.737, 0.268, 0.286, 0.303, 0.304, 0.299, 0.264], "total_charge": 3, "lumo_energy_ev": [-14.183, -14.063], "e_tot_ha": -1738.97794, "multiplicity": 4, "molar_mass_g_mol": 365.4, "relative_energy_kj_mol": 111.0, "orbital_gap_ev": [7.3, 7.4]}